[1]
Computed, not measured: a cluster of 2 separate species, C2HF3O in total, with ωB97M-V/def2-TZVPD.

Summary:
ΔE to the lowest compared entry with this formula, charge and spin, kJ/mol: 167.4
F_max, eV/A: 3.9
2S+1: 3

Geometry (Å):
F -0.8983 -1.9779 -0.6208
F 1.1571 -2.5633 -0.4267
F 0.0508 -1.6000 1.7903
O 1.7838 0.1503 0.0200
C 0.6483 -0.2321 -0.0113
C 0.2988 -1.6410 -0.3423
H -0.0632 0.5273 0.3158

Electronic structure analysis, natural (NBO) charges in units of e: -0.2587 -0.2485 -0.3913 -0.2823 0.1581 0.7964 0.2263

[2]
Computed, not measured: a cluster of 2 separate species, C2HF4I in total, with ωB97M-V/def2-TZVPD.

Summary:
ΔE to the lowest compared entry with this formula, charge and spin, kJ/mol: 296.3
F_max, eV/A: 2.2

Geometry (Å):
I -0.9922 -0.2778 2.5956
F -0.4450 -2.0169 0.2477
F 0.3270 1.8897 -0.4962
F -2.0167 -0.4894 -0.1580
F 2.0350 0.6596 -0.0801
C 0.8864 0.6878 -0.7695
C -0.9002 -0.7893 0.5166
H 1.1057 0.3364 -1.8561

Electronic structure analysis, natural (NBO) charges in units of e: 0.1229 -0.3356 -0.3351 -0.3362 -0.3378 0.5506 0.5190 0.1522

[3]
Computed, not measured: an isolated molecule of C2HF4P, with ωB97M-V/def2-TZVPD.

Summary:
ΔE to the lowest compared entry with this formula, charge and spin, kJ/mol: 178.0
F_max, eV/A: 4.0
Structure (SMILES): F/C=P/C(F)(F)F

Geometry (Å):
P 0.7194 1.0383 -0.1434
F -0.0396 -0.9213 -1.6111
F 0.0948 -1.7352 0.3288
F 1.9461 -1.2392 -0.6594
F -1.2147 2.2349 1.2061
C -0.7953 1.2047 0.5414
C 0.7023 -0.8441 -0.4481
H -1.4131 0.2618 0.7856

Electronic structure analysis, natural (NBO) charges in units of e: 0.4739 -0.3574 -0.3189 -0.3139 -0.3036 -0.1162 0.7439 0.1922

[4]
Computed, not measured: a cluster of 2 separate species, C2HF4P in total, with ωB97M-V/def2-TZVPD.

Summary:
ΔE to the lowest compared entry with this formula, charge and spin, kJ/mol: 417.0
F_max, eV/A: 4.2

Geometry (Å):
P 0.5790 0.8303 1.4231
F -1.0215 -0.9670 -0.8022
F -1.4686 0.8977 -1.8116
F -2.7107 0.2556 -0.0974
F 2.9438 -0.2702 1.2379
C -1.5092 0.2376 -0.6227
C 1.7371 -0.2090 0.7439
H 1.4502 -0.7751 -0.0710

Electronic structure analysis, natural (NBO) charges in units of e: 0.3017 -0.3274 -0.3357 -0.3099 -0.3123 0.9666 -0.1618 0.1789

[5]
Computed, not measured: a structure of composition C2HF5O, with ωB97M-V/def2-TZVPD.

Summary:
ΔE to the lowest compared entry with this formula, charge and spin, kJ/mol: 607.4
F_max, eV/A: 3.2

Geometry (Å):
F 1.9891 -1.9038 -0.8616
F 0.4225 0.4302 -1.9274
F -1.1778 -0.7009 1.4465
F -0.6028 1.3563 1.4331
F -2.1704 0.7361 0.0919
O 0.6445 -1.1016 -0.3259
C 0.7144 0.0974 -0.6587
C -1.1009 0.3729 0.7791
H 1.2813 0.7135 0.0229

Electronic structure analysis, natural (NBO) charges in units of e: -0.2733 -0.3081 -0.2631 -0.2924 -0.2924 -0.3357 0.5690 1.0314 0.1645

[6]
Computed, not measured: a structure of composition C2HFGdO, with ωB97M-V/def2-TZVPD.

Summary:
E_tot, hartree: -1017.20255
F_max, eV/A: 2.5
2S+1: 8
Charge: +1

Geometry (Å):
Gd -1.5690 -0.5817 -0.8287
F 0.8599 0.3929 1.7203
O 0.2308 0.2127 -1.7885
C 0.9383 0.2732 -0.6308
C 0.2555 0.0554 0.5178
H 1.8361 0.9202 -0.7441

Electronic structure analysis, Löwdin charges in units of e: 1.8810 -0.0165 -0.3901 -0.3046 -0.3339 0.1641

[7]
Computed, not measured: a structure of composition C2HFHgO, with ωB97M-V/def2-TZVPD.

Summary:
E_tot, hartree: -404.29651
F_max, eV/A: 4.6
Charge: +2

Geometry (Å):
Hg 2.1905 1.5472 0.1469
F -2.0915 0.4989 -0.0822
O 1.0386 0.1610 -0.2687
C -1.2439 -0.3237 -0.5395
C 0.0355 -0.4411 0.1179
H 0.0709 -1.4424 0.6255

Electronic structure analysis, natural (NBO) charges in units of e: 1.7772 -0.1623 -0.7988 0.6870 0.2385 0.2585

[8]
Computed, not measured: an isolated molecule of C2HFN2OS, with ωB97M-V/def2-TZVPD.

Summary:
ΔE to the lowest compared entry with this formula, charge and spin, kJ/mol: 0.0
F_max, eV/A: 1.7
Structure (SMILES): Fc1n[nH]c(=S)o1

Geometry (Å):
S -1.1744 -2.0652 1.0579
F 0.1701 2.5122 0.3264
O -0.4665 0.4922 0.9371
N 0.3838 -0.6535 -0.6294
N 0.7522 0.6517 -0.9021
C 0.1744 1.2376 0.0511
C -0.4045 -0.7698 0.4395
H 0.5649 -1.4053 -1.2805

Electronic structure analysis, natural (NBO) charges in units of e: -0.1476 -0.2569 -0.4211 -0.4157 -0.3122 0.8116 0.3068 0.4350

[9]
Computed, not measured: an isolated molecule of C2HFN2S2, with ωB97M-V/def2-TZVPD.

Summary:
ΔE to the lowest compared entry with this formula, charge and spin, kJ/mol: 30.4
F_max, eV/A: 3.3
Structure (SMILES): Fc1nc(=S)[nH]s1

Geometry (Å):
S -0.4887 -1.8941 -1.6924
S -0.1760 1.6754 0.4471
F 1.2589 0.2854 2.3890
N 0.5551 -0.8892 0.5571
N -0.5789 0.5618 -0.7617
C -0.1494 -0.7320 -0.6031
C 0.6682 0.1452 1.2483
H -1.0891 0.8475 -1.5844

Electronic structure analysis, natural (NBO) charges in units of e: -0.1118 0.3834 -0.2630 -0.4938 -0.7394 0.1898 0.5913 0.4435

[10]
Computed, not measured: an isolated molecule of C2HFO, with ωB97M-V/def2-TZVPD.

Summary:
ΔE to the lowest compared entry with this formula, charge and spin, kJ/mol: 132.1
F_max, eV/A: 9.2
Structure (SMILES): O=C=CF

Geometry (Å):
F 0.9648 0.9548 2.4421
O -0.8814 1.3200 -0.2841
C -0.0511 0.5553 1.8558
C -0.4593 0.9542 0.7626
H -1.1069 0.4757 2.6396

Electronic structure analysis, natural (NBO) charges in units of e: -0.2874 -0.4363 -0.0517 0.5847 0.1907

- F_max of number 5 (C2HF5O)?
  3.2 eV/A

- Among the records above, which one has the lowest F_max?
  C2HFN2OS